A cluster of 2 separate species, C2H3NOS3 in total. Source: the OMol25 dataset; level of theory: wB97M-V/def2-TZVPD.

Computed properties:
* expectation value of S²: 2.02
* spin multiplicity: 3
* HOMO-LUMO gap (alpha / beta): 7.59 / 5.99 eV
* relative energy (zero: lowest compared OMol25 entry of this formula, charge and spin): 52.1 kcal per mole
* E_LUMO (alpha / beta): 0.108 / -2.402 eV
* total charge: 0
* HOMO (alpha / beta): -7.48 / -8.40 eV

Positions of all 10 atoms, in Å:
C: 0.556 -0.619 -1.063
C: -0.623 -0.009 -0.748
N: -1.126 -0.215 0.491
O: -0.368 -0.988 1.337
S: 1.534 -0.586 -2.360
S: 0.775 -1.850 0.490
S: 1.433 1.759 0.441
H: -1.225 0.603 -1.390
H: -1.995 0.127 1.061
H: 1.038 1.781 1.741

Results of the Mulliken charge analysis, in e, for atoms 1 through 5: C 0.1902; C -0.4497; N 0.0034; O -0.2219; S -0.2284

---

A structure of composition C2H3NP2. Source: the OMol25 dataset; level of theory: wB97M-V/def2-TZVPD.

Computed properties:
* HOMO-LUMO gap: 8.43 eV
* relative energy (zero: lowest compared OMol25 entry of this formula, charge and spin): 41.7 kcal per mole
* E_LUMO: -1.115 eV
* total charge: 0
* HOMO: -9.55 eV

Positions of all 8 atoms, in Å:
C: 2.203 0.121 -0.120
C: 0.828 0.126 -0.242
N: 3.329 0.376 -0.176
P: -0.302 -1.124 -0.295
P: -2.171 -0.135 -0.273
H: 0.334 1.415 -0.323
H: -2.414 -1.345 0.553
H: -1.807 0.566 0.875

Results of the Mulliken charge analysis, in e, for atoms 1 through 5: C 0.2421; C -0.0948; N -0.3738; P 0.0293; P -0.1610

---

A cluster of 2 separate species, C2H3NP2 in total. Source: the OMol25 dataset; level of theory: wB97M-V/def2-TZVPD.

Computed properties:
* expectation value of S²: 2.02
* spin multiplicity: 3
* HOMO-LUMO gap (alpha / beta): 6.20 / 6.33 eV
* relative energy (zero: lowest compared OMol25 entry of this formula, charge and spin): 56.9 kcal per mole
* E_LUMO (alpha / beta): -1.211 / -3.813 eV
* total charge: 0
* HOMO (alpha / beta): -7.41 / -10.15 eV

Positions of all 8 atoms, in Å:
C: 3.246 0.454 1.470
C: 2.160 0.917 2.090
N: 4.085 -0.036 0.850
P: 0.856 1.561 2.644
P: 0.037 -0.188 -0.291
H: 1.091 -0.580 0.660
H: 0.245 -1.184 -1.168
H: 0.915 0.788 -1.214

Results of the Mulliken charge analysis, in e, for atoms 1 through 5: C 0.9319; C -0.3354; N -0.3766; P -0.2173; P -0.1520

---

A cluster of 2 separate species, C2H3NS in total. Source: the OMol25 dataset; level of theory: wB97M-V/def2-TZVPD.

Computed properties:
* HOMO-LUMO gap (alpha / beta): 8.88 / 6.34 eV
* relative energy (zero: lowest compared OMol25 entry of this formula, charge and spin): 107.3 kcal per mole
* E_LUMO (alpha / beta): -0.574 / -2.767 eV
* total charge: 0
* HOMO (alpha / beta): -9.45 / -9.11 eV

Positions of all 7 atoms, in Å:
C: -2.646 -0.195 2.856
C: -2.218 -0.741 1.864
N: 0.839 -0.390 -1.920
S: -1.711 -1.500 0.537
H: -3.025 0.422 3.617
H: 1.375 -1.215 -2.178
H: 0.336 -0.592 -1.031

Results of the Mulliken charge analysis, in e, for atoms 1 through 5: C -0.0444; C -0.1054; N -0.4652; S -0.2470; H 0.3956

---

A structure of composition C2H3NS2. Source: the OMol25 dataset; level of theory: wB97M-V/def2-TZVPD.

Computed properties:
* HOMO-LUMO gap: 7.29 eV
* relative energy (zero: lowest compared OMol25 entry of this formula, charge and spin): 37.1 kcal per mole
* E_LUMO: -0.708 eV
* total charge: 0
* HOMO: -8.00 eV

Positions of all 8 atoms, in Å:
C: -0.892 1.215 0.182
C: 0.706 0.000 -0.008
N: 0.416 -1.266 -0.133
S: -2.299 0.497 0.051
S: 2.095 0.802 -0.013
H: -0.654 2.246 0.351
H: -0.545 -1.579 -0.136
H: 1.173 -1.916 -0.294

Results of the Mulliken charge analysis, in e, for atoms 1 through 5: C -0.1768; C 0.3298; N -0.3272; S -0.2234; S -0.3449

---

The ion C2H3O2 with charge +1. Source: the OMol25 dataset; level of theory: wB97M-V/def2-TZVPD.

Computed properties:
* HOMO-LUMO gap: 13.73 eV
* relative energy (zero: lowest compared OMol25 entry of this formula, charge and spin): 18.2 kcal per mole
* E_LUMO: -5.982 eV
* total charge: +1
* HOMO: -19.71 eV

Positions of all 7 atoms, in Å:
C: -1.060 -0.059 -0.060
C: 0.775 0.009 0.057
O: -0.184 -0.965 -0.014
O: -0.317 0.993 -0.026
H: -2.188 -0.314 -0.008
H: 1.520 0.185 0.859
H: 1.453 0.151 -0.807

Results of the Mulliken charge analysis, in e, for atoms 1 through 5: C 0.4220; C 0.0751; O -0.1530; O -0.2149; H 0.3453

---

The ion C2H3O2 with charge +1. Source: the OMol25 dataset; level of theory: wB97M-V/def2-TZVPD.

Computed properties:
* expectation value of S²: 2.01
* spin multiplicity: 3
* HOMO-LUMO gap (alpha / beta): 11.28 / 9.20 eV
* relative energy (zero: lowest compared OMol25 entry of this formula, charge and spin): 24.2 kcal per mole
* E_LUMO (alpha / beta): -6.119 / -8.700 eV
* total charge: +1
* HOMO (alpha / beta): -17.39 / -17.90 eV

Positions of all 7 atoms, in Å:
C: 0.230 0.257 -0.225
C: -0.240 -0.471 0.731
O: 0.845 -0.514 3.292
O: 0.771 -0.200 2.163
H: -0.177 0.450 -1.211
H: 0.891 0.985 0.145
H: -0.964 -1.187 0.942

Results of the Mulliken charge analysis, in e, for atoms 1 through 5: C -0.5212; C 0.2262; O 0.0963; O 0.1372; H 0.3430

---

A structure of composition C2H3O2PSc. Source: the OMol25 dataset; level of theory: wB97M-V/def2-TZVPD.

Computed properties:
* HOMO-LUMO gap (alpha / beta): 5.49 / 5.50 eV
* relative energy (zero: lowest compared OMol25 entry of this formula, charge and spin): 0.0 kcal per mole
* E_LUMO (alpha / beta): -17.200 / -17.199 eV
* total charge: +3
* HOMO (alpha / beta): -22.69 / -22.70 eV

Positions of all 9 atoms, in Å:
H: 0.080 -1.043 -1.754
O: -1.536 0.739 0.099
C: -0.256 0.580 -0.120
H: 0.282 1.421 -0.614
C: 0.290 -0.638 -0.756
O: 0.817 -1.393 0.130
Sc: -3.105 -0.047 0.931
P: 1.081 -0.023 1.283
H: 2.347 0.403 0.801

Results of the Mulliken charge analysis, in e, for atoms 1 through 5: H 0.4326; O -0.4874; C -0.0510; H 0.4351; C 0.2136

---

A structure of composition C2H3O2Pr. Source: the OMol25 dataset; level of theory: wB97M-V/def2-TZVPD.

Computed properties:
* expectation value of S²: 3.75
* spin multiplicity: 4
* HOMO-LUMO gap (alpha / beta): 4.73 / 8.98 eV
* E_LUMO (alpha / beta): -17.158 / -17.133 eV
* total charge: +3
* HOMO (alpha / beta): -21.89 / -26.11 eV

Positions of all 8 atoms, in Å:
H: 0.748 1.603 -0.291
C: 0.571 -0.946 0.299
O: 0.211 -1.778 -0.517
O: -0.311 -0.045 0.678
C: 0.141 1.272 0.551
H: -0.700 1.937 0.729
H: 1.497 -0.104 0.169
Pr: -2.156 -1.940 -1.619

Results of the Mulliken charge analysis, in e, for atoms 1 through 5: H 0.4247; C 0.4627; O -0.4399; O -0.1444; C 0.1030

---

A structure of composition C2H3O2Pt. Source: the OMol25 dataset; level of theory: wB97M-V/def2-TZVPD.

Computed properties:
* expectation value of S²: 3.76
* spin multiplicity: 4
* HOMO-LUMO gap (alpha / beta): 8.35 / 8.08 eV
* relative energy (zero: lowest compared OMol25 entry of this formula, charge and spin): 14.4 kcal per mole
* E_LUMO (alpha / beta): -11.958 / -15.283 eV
* total charge: +2
* HOMO (alpha / beta): -20.31 / -23.37 eV

Positions of all 8 atoms, in Å:
O: -1.863 2.457 -0.096
C: -0.810 2.008 -0.102
Pt: 1.604 0.411 -0.063
O: 0.112 1.278 0.078
C: 0.227 -1.408 0.038
H: -0.177 -1.303 -0.974
H: -0.066 -1.234 1.079
H: 0.974 -2.208 0.039

Results of the Mulliken charge analysis, in e, for atoms 1 through 5: O 0.0220; C 0.7253; Pt 1.1017; O -0.1082; C -1.2972

---

- Number 5 is which compound?
  C2H3NS2

---

- Which value of total charge does entry 1 give?
  0